# 1
The following is a quantum chemistry calculation of a molecular structure, C26H44BrIrN3P2S in a non-equilibrium geometry, from OMol25.

Results
- Frontier orbital gap (alpha / beta): 6.3 / 5.5 eV
- Total charge: +4
- Energy relative to the best compared isomer or geometry (same formula, charge and spin): 2.234 eV
- Multiplicity: 6
- F_max: 0.087 hartree/bohr
- E_HOMO (alpha / beta): -18.2 / -20.3 eV

Geometry (Å):
N1 -5.35 1.86 -2.53
C1 -5.19 2.51 -1.38
C2 -4.02 2.45 -0.62
C3 -2.98 1.60 -1.04
C4 -3.14 0.90 -2.25
C5 -4.37 1.06 -2.95
C6 -1.67 1.69 -0.28
Ir1 -0.53 0.14 0.26
P1 2.79 -0.52 0.53
C7 -0.42 1.56 -1.09
C8 0.60 2.66 -1.03
C9 1.57 2.74 -2.06
C10 2.59 3.66 -2.00
C11 2.75 4.47 -0.85
C12 1.73 4.49 0.11
C13 0.64 3.61 0.02
Br1 4.27 5.43 -0.56
H1 -1.74 2.53 0.43
H2 -0.58 1.24 -2.12
H3 -3.89 3.12 0.23
H4 -2.34 0.32 -2.73
H5 -6.01 3.15 -1.06
H6 -4.52 0.55 -3.90
H7 1.53 2.02 -2.88
H8 -0.15 3.67 0.77
H9 3.31 3.70 -2.81
H10 1.75 5.25 0.88
P2 -1.25 -1.96 -0.11
C14 2.72 1.25 0.86
C15 4.10 1.80 0.51
H11 2.42 1.46 1.90
H12 1.96 1.67 0.22
H13 4.16 2.87 0.76
H14 4.87 1.26 1.07
H15 4.30 1.69 -0.56
C16 2.90 -0.70 -1.29
C17 4.33 -1.08 -1.72
H16 2.53 0.23 -1.77
H17 2.24 -1.52 -1.60
H18 4.34 -1.26 -2.80
H19 5.06 -0.30 -1.49
H20 4.62 -2.00 -1.22
C18 1.61 -1.39 1.52
C19 2.21 -1.99 2.82
H21 1.20 -2.21 0.90
H22 0.76 -0.66 1.71
H23 1.45 -2.56 3.37
H24 3.03 -2.68 2.56
H25 2.64 -1.21 3.48
C20 -0.98 -3.19 1.31
C21 -2.17 -4.04 1.72
H26 -0.62 -2.60 2.16
H27 -0.14 -3.83 1.00
H28 -3.01 -3.42 2.02
H29 -2.49 -4.74 0.94
H30 -1.88 -4.65 2.58
C22 -0.06 -2.58 -1.40
C23 -0.50 -2.71 -2.85
H31 0.37 -3.52 -1.03
H32 0.75 -1.83 -1.35
H33 -1.10 -3.60 -3.03
H34 -1.04 -1.83 -3.19
H35 0.39 -2.81 -3.48
C24 -2.93 -2.34 -0.79
C25 -4.14 -1.61 -0.24
H36 -3.08 -3.42 -0.65
H37 -2.86 -2.16 -1.87
H38 -5.00 -1.82 -0.91
H39 -4.43 -1.96 0.77
H40 -4.03 -0.52 -0.23
N2 -0.24 -0.50 4.60
C26 -0.28 0.26 3.51
N3 0.57 1.29 3.38
S1 -1.55 0.06 2.34
H41 0.57 -0.46 5.21
H42 -0.83 -1.33 4.67
H43 0.56 1.86 2.54
H44 1.33 1.45 4.04

=====

# 2
The following is a quantum chemistry calculation of a molecular structure, C26H44BrMnN3P2S in a non-equilibrium geometry, from OMol25.

Results
- Frontier orbital gap (alpha / beta): 7.2 / 6.2 eV
- Total charge: +2
- Energy relative to the best compared isomer or geometry (same formula, charge and spin): 0.000 eV
- Multiplicity: 6
- F_max: 0.070 hartree/bohr
- E_HOMO (alpha / beta): -13.7 / -13.8 eV

Geometry (Å):
N1 -4.85 -0.70 3.37
C1 -3.89 0.02 3.95
C2 -2.93 0.72 3.21
C3 -2.94 0.61 1.80
C4 -3.98 -0.12 1.20
C5 -4.92 -0.76 2.04
C6 -1.89 1.26 1.01
Mn1 -0.11 0.02 0.55
P1 1.91 0.66 -0.84
C7 -1.83 1.10 -0.42
C8 -1.36 2.17 -1.30
C9 -1.66 2.13 -2.68
C10 -1.19 3.12 -3.54
C11 -0.40 4.15 -3.03
C12 -0.17 4.27 -1.65
C13 -0.65 3.28 -0.79
Br1 0.38 5.43 -4.21
H1 -1.43 2.13 1.49
H2 -2.49 0.39 -0.91
H3 -2.21 1.36 3.71
H4 -4.12 -0.20 0.12
H5 -3.89 0.08 5.04
H6 -5.74 -1.33 1.60
H7 -2.26 1.30 -3.08
H8 -0.46 3.38 0.28
H9 -1.41 3.08 -4.61
H10 0.38 5.12 -1.26
P2 -0.50 -2.37 -0.03
C14 2.63 2.20 -0.12
C15 3.42 3.13 -1.04
H11 3.24 1.88 0.73
H12 1.78 2.76 0.31
H13 3.77 3.99 -0.45
H14 4.32 2.65 -1.46
H15 2.81 3.54 -1.86
C16 1.58 1.06 -2.61
C17 2.73 0.97 -3.61
H16 1.13 2.07 -2.62
H17 0.77 0.38 -2.92
H18 2.34 1.22 -4.61
H19 3.53 1.69 -3.40
H20 3.15 -0.04 -3.67
C18 3.27 -0.58 -0.85
C19 4.70 -0.09 -1.04
H21 3.00 -1.32 -1.62
H22 3.19 -1.11 0.11
H23 5.38 -0.95 -1.01
H24 4.85 0.41 -2.01
H25 5.00 0.60 -0.24
C20 0.50 -3.70 0.77
C21 2.01 -3.60 0.60
H26 0.13 -4.65 0.37
H27 0.25 -3.67 1.84
H28 2.49 -4.47 1.05
H29 2.31 -3.57 -0.46
H30 2.41 -2.71 1.10
C22 -0.30 -2.73 -1.83
C23 -1.17 -1.86 -2.74
H31 -0.54 -3.79 -1.98
H32 0.76 -2.58 -2.07
H33 -0.98 -2.11 -3.80
H34 -2.24 -2.02 -2.57
H35 -0.96 -0.79 -2.61
C24 -2.19 -3.00 0.33
C25 -2.49 -3.18 1.82
H36 -2.30 -3.97 -0.20
H37 -2.91 -2.30 -0.13
H38 -3.54 -3.43 1.97
H39 -1.90 -3.99 2.27
H40 -2.30 -2.25 2.38
N2 0.34 1.09 4.84
C26 0.20 -0.08 4.18
N3 -0.47 -1.05 4.81
S1 0.94 -0.30 2.63
H41 0.33 1.06 5.86
H42 0.89 1.81 4.40
H43 -0.66 -1.91 4.32
H44 -0.57 -1.01 5.82

=====

# 3
The following is a quantum chemistry calculation of a molecular structure, C26H44CrN4O2P3S4 in a non-equilibrium geometry, from OMol25.

Results
- Frontier orbital gap (alpha / beta): 4.8 / 5.1 eV
- Total charge: -1
- Energy relative to the best compared isomer or geometry (same formula, charge and spin): 0.678 eV
- Multiplicity: 5
- F_max: 0.093 hartree/bohr
- E_HOMO (alpha / beta): -2.9 / -3.1 eV

Geometry (Å):
Cr1 -2.64 0.43 -0.33
C1 -4.47 3.55 2.45
C2 -4.19 2.47 1.47
S1 -2.62 2.53 0.80
C3 -5.17 1.44 1.24
C4 -6.38 1.39 2.08
S2 -5.08 0.30 -0.03
H1 -3.90 4.47 2.19
H2 -4.04 3.19 3.37
H3 -5.51 3.80 2.62
H4 -7.15 1.94 1.55
H5 -6.26 1.84 3.12
H6 -6.74 0.34 2.19
C5 3.10 0.09 2.90
P1 1.57 0.33 1.88
C6 1.63 2.15 1.36
C7 0.40 0.46 3.28
C8 0.86 0.99 4.50
C9 -0.08 1.45 5.44
C10 -1.45 1.29 5.21
C11 -1.86 0.76 4.01
C12 -0.97 0.21 3.07
P2 -1.66 -0.76 1.72
C13 -3.01 -1.72 2.63
C14 -0.56 -2.27 1.58
H7 3.47 0.98 3.45
H8 3.92 -0.42 2.36
H9 2.78 -0.61 3.62
H10 2.17 2.78 2.01
H11 0.62 2.52 1.19
H12 2.12 2.12 0.41
H13 1.91 1.04 4.84
H14 0.29 1.94 6.33
H15 -2.20 1.52 5.96
H16 -2.93 0.67 3.84
H17 -2.74 -1.95 3.66
H18 -3.31 -2.66 2.14
H19 -3.96 -1.16 2.63
H20 -0.34 -2.75 2.56
H21 0.40 -2.08 1.08
H22 -1.11 -2.96 0.92
N1 -3.02 1.42 -3.15
C15 -2.64 2.45 -3.89
C16 -1.42 2.93 -3.40
C17 -1.19 2.21 -2.22
N2 -2.16 1.30 -2.05
H23 -3.96 1.06 -3.17
H24 -3.21 2.72 -4.77
H25 -0.89 3.75 -3.86
H26 -0.41 2.36 -1.47
N3 -2.85 -3.28 -2.30
C18 -1.46 -3.27 -2.18
C19 -1.14 -2.16 -1.49
N4 -2.36 -1.48 -1.17
C20 -3.32 -2.18 -1.72
H27 -3.37 -3.96 -2.89
H28 -0.79 -3.98 -2.60
H29 -0.18 -1.67 -1.27
H30 -4.41 -1.97 -1.59
C21 2.84 -1.83 -4.87
C22 2.00 -1.88 -3.59
C23 2.58 -2.91 -2.65
O1 2.04 -0.51 -3.05
P3 3.08 0.15 -2.01
S3 2.91 2.06 -2.10
S4 2.86 -0.82 -0.22
O2 4.53 -0.38 -2.49
C24 5.88 -0.13 -2.05
C25 6.02 0.89 -0.93
C26 6.44 -1.53 -1.71
H31 2.93 -2.81 -5.43
H32 3.89 -1.56 -4.61
H33 2.50 -1.02 -5.55
H34 0.97 -2.07 -3.79
H35 3.60 -2.64 -2.37
H36 2.66 -3.93 -3.11
H37 1.99 -2.99 -1.72
H38 6.39 0.24 -2.97
H39 5.34 0.58 -0.11
H40 5.67 1.88 -1.28
H41 7.05 0.98 -0.52
H42 5.71 -2.13 -1.18
H43 7.42 -1.49 -1.18
H44 6.56 -2.07 -2.68

=====

F_max of number 3 (C26H44CrN4O2P3S4)?
0.093 hartree/bohr

=====

The lowest energy relative to the best compared isomer or geometry (same formula, charge and spin) belongs to which entry?
C26H44BrMnN3P2S

=====

Repeat the second record exactly.
The following is a quantum chemistry calculation of a molecular structure, C26H44BrMnN3P2S in a non-equilibrium geometry, from OMol25.

Results
- Frontier orbital gap (alpha / beta): 7.2 / 6.2 eV
- Total charge: +2
- Energy relative to the best compared isomer or geometry (same formula, charge and spin): 0.000 eV
- Multiplicity: 6
- F_max: 0.070 hartree/bohr
- E_HOMO (alpha / beta): -13.7 / -13.8 eV

Geometry (Å):
N1 -4.85 -0.70 3.37
C1 -3.89 0.02 3.95
C2 -2.93 0.72 3.21
C3 -2.94 0.61 1.80
C4 -3.98 -0.12 1.20
C5 -4.92 -0.76 2.04
C6 -1.89 1.26 1.01
Mn1 -0.11 0.02 0.55
P1 1.91 0.66 -0.84
C7 -1.83 1.10 -0.42
C8 -1.36 2.17 -1.30
C9 -1.66 2.13 -2.68
C10 -1.19 3.12 -3.54
C11 -0.40 4.15 -3.03
C12 -0.17 4.27 -1.65
C13 -0.65 3.28 -0.79
Br1 0.38 5.43 -4.21
H1 -1.43 2.13 1.49
H2 -2.49 0.39 -0.91
H3 -2.21 1.36 3.71
H4 -4.12 -0.20 0.12
H5 -3.89 0.08 5.04
H6 -5.74 -1.33 1.60
H7 -2.26 1.30 -3.08
H8 -0.46 3.38 0.28
H9 -1.41 3.08 -4.61
H10 0.38 5.12 -1.26
P2 -0.50 -2.37 -0.03
C14 2.63 2.20 -0.12
C15 3.42 3.13 -1.04
H11 3.24 1.88 0.73
H12 1.78 2.76 0.31
H13 3.77 3.99 -0.45
H14 4.32 2.65 -1.46
H15 2.81 3.54 -1.86
C16 1.58 1.06 -2.61
C17 2.73 0.97 -3.61
H16 1.13 2.07 -2.62
H17 0.77 0.38 -2.92
H18 2.34 1.22 -4.61
H19 3.53 1.69 -3.40
H20 3.15 -0.04 -3.67
C18 3.27 -0.58 -0.85
C19 4.70 -0.09 -1.04
H21 3.00 -1.32 -1.62
H22 3.19 -1.11 0.11
H23 5.38 -0.95 -1.01
H24 4.85 0.41 -2.01
H25 5.00 0.60 -0.24
C20 0.50 -3.70 0.77
C21 2.01 -3.60 0.60
H26 0.13 -4.65 0.37
H27 0.25 -3.67 1.84
H28 2.49 -4.47 1.05
H29 2.31 -3.57 -0.46
H30 2.41 -2.71 1.10
C22 -0.30 -2.73 -1.83
C23 -1.17 -1.86 -2.74
H31 -0.54 -3.79 -1.98
H32 0.76 -2.58 -2.07
H33 -0.98 -2.11 -3.80
H34 -2.24 -2.02 -2.57
H35 -0.96 -0.79 -2.61
C24 -2.19 -3.00 0.33
C25 -2.49 -3.18 1.82
H36 -2.30 -3.97 -0.20
H37 -2.91 -2.30 -0.13
H38 -3.54 -3.43 1.97
H39 -1.90 -3.99 2.27
H40 -2.30 -2.25 2.38
N2 0.34 1.09 4.84
C26 0.20 -0.08 4.18
N3 -0.47 -1.05 4.81
S1 0.94 -0.30 2.63
H41 0.33 1.06 5.86
H42 0.89 1.81 4.40
H43 -0.66 -1.91 4.32
H44 -0.57 -1.01 5.82